{
  "formula": "C18H62N10O13",
  "method": "ωB97M-V/def2-TZVPD",
  "elements": ["C", "C", "O", "H", "H", "H", "H", "H", "H", "C", "C", "O", "H", "H", "H", "H", "H", "H", "C", "C", "O", "H", "H", "H", "H", "H", "H", "C", "C", "O", "H", "H", "H", "H", "H", "H", "C", "C", "O", "H", "H", "H", "H", "H", "H", "C", "O", "N", "N", "H", "H", "H", "H", "C", "O", "N", "N", "H", "H", "H", "H", "C", "O", "N", "N", "H", "H", "H", "H", "C", "O", "N", "N", "H", "H", "H", "H", "C", "O", "N", "N", "H", "H", "H", "H", "C", "O", "H", "H", "H", "H", "C", "O", "H", "H", "H", "H", "C", "O", "H", "H", "H", "H"],
  "positions_angstrom": [[-0.977, 3.611, 3.306], [-2.176, 3.607, 4.275], [-2.585, 2.341, 4.632], [-0.227, 2.828, 3.533], [-0.461, 4.584, 3.388], [-1.297, 3.381, 2.255], [-2.992, 4.188, 3.882], [-1.869, 4.050, 5.307], [-2.845, 1.881, 3.871], [0.952, -4.804, -2.159], [0.372, -4.019, -1.009], [0.778, -4.671, 0.137], [0.504, -4.563, -3.145], [0.872, -5.831, -2.013], [1.970, -4.566, -2.290], [-0.681, -4.013, -0.899], [0.721, -2.980, -1.110], [0.751, -4.083, 0.844], [0.572, 1.023, 0.546], [-0.036, 0.050, -0.383], [-0.985, -0.783, 0.334], [1.151, 1.677, -0.122], [1.242, 0.546, 1.215], [-0.201, 1.544, 1.110], [0.741, -0.594, -0.834], [-0.545, 0.524, -1.209], [-0.451, -1.305, 0.940], [2.886, 1.634, 3.166], [3.808, 1.801, 1.921], [4.053, 0.556, 1.353], [2.118, 0.941, 3.040], [2.373, 2.539, 3.460], [3.456, 1.380, 4.059], [4.703, 2.248, 2.249], [3.252, 2.527, 1.297], [3.757, 0.542, 0.466], [3.742, -2.494, -1.340], [5.063, -2.134, -0.750], [5.627, -3.345, -0.284], [3.188, -3.242, -0.743], [3.738, -3.056, -2.292], [3.148, -1.588, -1.558], [4.998, -1.462, 0.046], [5.724, -1.744, -1.504], [5.303, -3.577, 0.621], [-0.970, 3.777, -0.918], [0.047, 4.385, -0.089], [-0.667, 2.995, -1.932], [-2.227, 3.773, -0.559], [0.407, 2.856, -2.094], [-1.264, 2.446, -2.507], [-2.383, 4.300, 0.266], [-2.972, 3.582, -1.190], [2.744, 1.702, -2.440], [3.600, 1.271, -1.436], [1.995, 2.772, -2.371], [2.626, 1.014, -3.539], [2.044, 3.219, -1.415], [1.819, 3.330, -3.219], [3.286, 0.155, -3.785], [1.995, 1.368, -4.238], [-3.248, -2.558, -0.983], [-3.763, -2.281, 0.303], [-2.393, -1.829, -1.645], [-3.603, -3.599, -1.596], [-1.890, -1.234, -0.959], [-1.846, -2.034, -2.451], [-4.276, -4.175, -1.111], [-3.235, -3.961, -2.507], [-4.138, 1.407, -2.403], [-4.415, 2.714, -2.105], [-3.591, 0.532, -1.603], [-4.429, 0.854, -3.517], [-3.332, 0.860, -0.642], [-3.329, -0.435, -1.820], [-5.132, 1.421, -4.085], [-4.562, -0.149, -3.588], [-3.617, 1.615, 1.645], [-4.356, 2.724, 1.731], [-3.648, 0.712, 2.561], [-2.775, 1.409, 0.667], [-4.370, 0.982, 3.264], [-3.340, -0.322, 2.568], [-2.603, 2.296, 0.150], [-2.030, 0.692, 0.660], [-0.626, -0.095, 3.771], [0.166, -0.887, 4.684], [-0.922, -0.594, 2.821], [0.010, 0.691, 3.516], [-1.490, 0.260, 4.313], [-0.320, -1.643, 4.920], [0.824, -1.822, -4.203], [-0.223, -1.395, -3.396], [0.578, -2.743, -4.750], [1.707, -2.095, -3.570], [1.245, -0.973, -4.793], [-0.507, -0.505, -3.594], [1.978, -1.855, 1.728], [0.693, -2.468, 1.954], [2.127, -1.516, 0.724], [2.691, -2.586, 2.015], [2.152, -0.976, 2.354], [0.498, -2.534, 2.854]],
  "forces_ev_per_angstrom": [[-0.0794, -0.1889, -0.2673], [1.9584, 1.2521, 1.8819], [0.0047, -0.3828, 1.9334], [-0.4316, 0.4081, 0.3168], [-0.2574, -0.3774, -0.5210], [0.2289, 0.5879, 0.7862], [-0.3785, 0.3914, -0.2732], [-0.3453, -0.2711, -1.8740], [-0.5337, -0.9729, -1.6468], [-1.3271, 1.5534, -1.4343], [0.4712, 0.1468, -0.7125], [1.4739, -2.0252, -0.4955], [-0.1365, -0.0605, 0.5351], [-0.2761, -1.8238, 0.3769], [1.3910, 0.2164, 0.1297], [-1.4960, 0.2523, -0.9744], [0.0020, 0.0198, 0.3505], [-0.1933, 1.6616, 2.2001], [0.0276, 1.0315, -0.9985], [0.2765, -1.5013, 0.1655], [0.4897, 0.8499, -0.6287], [-0.0959, 0.3315, 0.8108], [0.5860, -0.3519, 0.5912], [0.2872, 0.4049, -0.1202], [-0.2443, 0.1265, 0.0474], [-0.4904, 0.1688, -0.0868], [0.0619, -0.7304, 0.4883], [1.7067, 1.2262, 0.5377], [-2.7962, 0.5288, 1.1652], [0.6072, -0.7577, 0.9943], [-1.0236, -1.3783, -0.3913], [-0.0047, 0.6563, -0.2541], [0.0990, -0.4223, -0.0457], [1.2883, 0.6115, 0.1878], [0.5752, -0.5526, -0.4260], [-0.3720, 0.2973, -1.7812], [-1.8572, -0.1428, -1.0909], [-0.0939, -1.9797, -0.6940], [0.7462, -0.9739, 1.2721], [0.0798, 0.8305, 0.4129], [0.8853, 0.3922, 0.0608], [-0.1173, -0.2625, 0.3553], [-0.3022, 1.4100, 1.1490], [0.3914, 0.2517, -0.2225], [0.2977, 0.5513, -1.2589], [5.2786, 2.1197, 4.4444], [-4.8424, -3.1570, -4.6564], [4.3862, -0.3604, -1.5313], [-0.1402, 1.5363, 1.0306], [-3.2434, 0.1446, 0.3590], [-1.0262, 0.0402, 0.0720], [-0.6777, 0.6644, 0.6117], [-1.3150, -0.3185, -0.8647], [5.9591, -3.6920, 5.5401], [-4.5084, 2.1746, -4.5536], [-0.3120, 3.0169, 1.8012], [1.7575, -3.7852, -2.8814], [-0.0483, 0.1914, -1.5772], [0.3221, -0.1788, 0.9778], [-2.0223, 2.8708, 1.0184], [0.1433, -0.3197, -0.2978], [-1.9073, 2.3535, 7.6143], [2.7747, -0.8806, -6.3569], [2.0146, 3.1952, 1.2546], [-2.4326, -5.8458, -2.8538], [-0.0486, -0.5449, -0.5600], [0.1379, -0.8948, -0.5139], [0.0591, -0.0800, -0.1995], [-0.4286, 0.8615, 1.5414], [-0.5844, 5.4871, 4.2499], [1.6437, -5.2368, -1.4263], [1.2634, 0.4100, 2.5695], [-3.7647, 0.3881, -6.8871], [-0.7349, -0.5876, -1.0568], [-0.5819, 0.8869, -0.4079], [1.5239, -1.1911, 0.8763], [0.1063, 0.4237, 0.2117], [-3.1715, 5.7367, -0.6352], [3.0565, -4.2638, -0.2636], [-1.7323, -4.0621, 4.8350], [2.3828, 0.9838, -1.7226], [0.7007, -0.8870, -0.7221], [-0.6495, 2.5994, -0.7227], [0.2208, -0.9321, 0.4068], [-0.8809, 0.4180, 0.6615], [-0.4715, -1.5425, 0.6043], [0.8871, 1.0135, -1.3459], [0.1798, -0.0633, 0.7761], [0.7268, 1.4857, -0.4061], [-0.2170, 0.2947, -0.1485], [-1.0728, -1.4228, 0.6955], [2.3826, 0.1434, 0.0416], [-0.9557, -0.1333, 0.7336], [-0.1159, 0.6452, -0.2955], [-0.7232, 0.0285, -0.1293], [-0.6733, -0.9021, -0.2706], [0.0823, 0.2042, -0.2558], [-0.2529, 0.3268, 1.6369], [0.1018, 0.6035, -3.2319], [-0.3469, -0.3142, -0.7304], [1.1084, -0.5542, -0.0917], [-0.2693, -0.2267, 0.1102], [-0.1320, 0.1261, 2.3709]],
  "lowdin_charge": [-0.07, -0.33, -0.08, 0.05, 0.08, 0.05, 0.10, 0.14, -0.03, -0.05, -0.33, -0.03, 0.08, 0.06, 0.04, 0.09, 0.10, 0.01, -0.05, -0.27, -0.13, 0.07, 0.03, 0.08, 0.11, 0.09, 0.05, -0.06, -0.29, -0.07, 0.00, 0.07, 0.08, 0.09, 0.11, 0.00, -0.11, -0.30, -0.09, 0.07, 0.07, 0.05, 0.08, 0.12, 0.11, -0.53, -0.18, 0.15, 0.16, 0.06, 0.09, 0.12, 0.07, -0.59, -0.10, 0.12, 0.16, 0.15, 0.16, 0.20, 0.10, -0.63, -0.14, 0.12, 0.17, 0.07, 0.09, 0.13, 0.15, -0.65, -0.12, 0.17, 0.14, 0.04, 0.05, 0.16, 0.11, -0.65, -0.05, 0.16, 0.14, 0.15, 0.17, 0.07, 0.09, -0.11, -0.09, 0.07, 0.03, 0.07, 0.05, -0.16, -0.13, 0.09, 0.07, 0.08, 0.08, -0.08, -0.11, 0.06, 0.09, 0.07, 0.05],
  "orbital_gap_ha": 0.3168,
  "largest_force_ev_per_a": 8.93,
  "e_homo_ha": -0.3430,
  "e_above_lowest_kcal_mol": 21.4,
  "lumo_ev": -0.713,
  "energy_ev": -61185.568
}